The following is a quantum chemistry calculation of a structure of composition C17H49NaO8S7 in a non-equilibrium geometry, from the Open Molecules 2025 dataset.

Atoms and positions in Å:
Na -1.189 3.970 0.032
C -0.236 -0.438 1.759
C 0.048 0.466 0.603
C -0.243 -0.168 -0.758
O -0.542 1.732 0.587
H -1.279 -0.602 2.029
H 0.109 0.025 2.683
H 0.168 -1.451 1.741
H 1.137 0.505 0.567
H -1.289 -0.019 -1.027
H -0.150 -1.247 -0.881
H 0.435 0.297 -1.474
C 0.779 3.892 -2.530
S 1.976 3.372 -3.779
O 1.220 3.664 -5.109
C 3.241 4.780 -3.708
H 0.222 3.059 -2.101
H 0.174 4.571 -3.130
H 1.209 4.361 -1.645
H 4.056 4.475 -4.365
H 3.488 4.836 -2.648
H 2.853 5.713 -4.117
C 3.834 -4.956 3.433
S 3.032 -3.343 3.838
O 1.762 -3.311 2.943
C 2.572 -3.630 5.590
H 4.212 -4.869 2.414
H 3.243 -5.843 3.659
H 4.709 -4.960 4.083
H 3.467 -3.497 6.199
H 2.093 -4.604 5.688
H 1.986 -2.789 5.960
C 5.719 -1.546 0.868
S 4.914 -2.548 -0.481
O 4.870 -4.021 0.093
C 3.209 -1.875 -0.396
H 4.940 -1.380 1.613
H 5.999 -0.575 0.461
H 6.496 -2.223 1.222
H 2.516 -2.137 -1.196
H 3.252 -0.803 -0.206
H 2.793 -2.158 0.571
C -4.130 -3.248 -0.020
S -4.306 -1.711 -1.133
O -5.804 -1.692 -1.496
C -4.107 -0.378 0.079
H -4.311 -4.061 -0.723
H -4.925 -3.209 0.725
H -3.234 -3.542 0.526
H -5.134 -0.520 0.415
H -4.010 0.590 -0.411
H -3.460 -0.432 0.955
C -2.943 3.056 -2.255
S -4.669 2.432 -2.103
O -5.629 3.449 -2.766
C -4.658 1.182 -3.412
H -2.262 2.516 -1.597
H -2.917 4.070 -1.856
H -2.509 2.877 -3.239
H -4.022 0.364 -3.076
H -4.383 1.750 -4.301
H -5.634 0.720 -3.557
C 1.010 0.182 -5.598
S -0.095 -0.180 -4.212
O -1.553 -0.335 -4.709
C 0.618 -1.825 -4.032
H 2.090 0.304 -5.521
H 0.682 1.151 -5.977
H 0.817 -0.567 -6.366
H 0.154 -2.490 -3.304
H 1.664 -1.557 -3.878
H 0.568 -2.409 -4.951
C -1.481 0.890 4.943
S -1.332 1.253 6.754
O 0.160 1.296 7.021
C -1.743 3.002 6.591
H -0.889 1.548 4.308
H -2.532 0.926 4.655
H -1.226 -0.123 4.630
H -1.916 3.457 7.567
H -2.745 2.928 6.168
H -1.006 3.611 6.067

2S+1: 2
Charge: -1
Kohn-Sham gap (alpha / beta) (Eh): 0.1021 / 0.2411

Here are the Löwdin charges for atoms 1 to 8, given in e: -0.0304, -0.0825, -0.6467, -0.1049, -0.3626, 0.0524, 0.0547, 0.0568

***

The following is a quantum chemistry calculation of a structure of composition C44H45CoNP2Si, from the Open Molecules 2025 dataset.

Atoms and positions in Å:
Co 0.166 0.118 0.505
N 2.441 -0.244 0.629
C 3.313 -0.028 1.765
C 4.656 0.237 1.528
C 5.540 0.414 2.579
C 5.064 0.329 3.880
C 3.722 0.080 4.106
C 2.815 -0.112 3.060
C 1.374 -0.334 3.362
C 1.018 -0.902 4.587
C -0.303 -0.987 5.000
C -1.316 -0.484 4.200
C -0.993 0.051 2.958
C 0.330 0.056 2.520
H 2.853 0.219 -0.175
H 2.414 -1.237 0.419
H 5.007 0.314 0.503
H 6.586 0.616 2.383
H 5.733 0.470 4.719
H 3.364 0.081 5.127
H 1.791 -1.299 5.232
H -0.535 -1.430 5.960
H -2.349 -0.509 4.524
H -1.790 0.417 2.324
C 0.495 -0.174 -3.190
C 0.087 1.258 -2.810
P 0.429 1.827 -1.097
C -0.702 3.224 -0.848
C -1.097 4.050 -1.895
C -1.924 5.137 -1.646
C -2.348 5.410 -0.352
C -1.947 4.594 0.697
C -1.131 3.501 0.448
C 2.076 2.616 -1.117
C 2.759 3.041 -2.253
C 3.986 3.681 -2.133
C 4.544 3.897 -0.882
C 3.878 3.465 0.259
C 2.653 2.824 0.140
C -0.405 -1.296 -2.639
P 0.102 -1.855 -0.972
C 1.405 -3.096 -1.343
C 2.695 -2.665 -1.671
C 3.704 -3.574 -1.956
C 3.438 -4.934 -1.912
C 2.158 -5.376 -1.602
C 1.147 -4.467 -1.318
C -1.254 -2.858 -0.304
C -2.362 -3.242 -1.048
C -3.368 -3.997 -0.457
C -3.267 -4.373 0.876
C -2.158 -3.995 1.623
C -1.157 -3.236 1.036
H 1.542 -0.350 -2.914
H 0.465 -0.235 -4.277
H -0.984 1.398 -2.959
H 0.599 1.952 -3.477
H -0.765 3.861 -2.910
H -2.234 5.775 -2.465
H -2.991 6.260 -0.163
H -2.277 4.803 1.708
H -0.837 2.850 1.266
H 2.348 2.883 -3.242
H 4.506 4.016 -3.022
H 5.498 4.402 -0.794
H 4.314 3.620 1.238
H 2.137 2.483 1.033
H -0.362 -2.160 -3.300
H -1.440 -0.960 -2.568
H 2.919 -1.605 -1.741
H 4.695 -3.219 -2.212
H 4.224 -5.649 -2.122
H 1.942 -6.437 -1.576
H 0.158 -4.834 -1.077
H -2.454 -2.948 -2.088
H -4.232 -4.294 -1.041
H -4.056 -4.959 1.333
H -2.076 -4.288 2.663
H -0.300 -2.926 1.628
C -5.608 -0.465 0.778
Si -4.735 0.351 -0.641
C -5.051 -0.547 -2.239
C -5.167 2.150 -0.788
C -2.924 0.234 -0.312
C -1.726 0.148 -0.091
H -6.693 -0.466 0.629
H -5.397 0.056 1.717
H -5.275 -1.502 0.882
H -6.118 -0.571 -2.483
H -4.695 -1.580 -2.174
H -4.528 -0.053 -3.063
H -6.245 2.290 -0.916
H -4.660 2.593 -1.651
H -4.854 2.700 0.104

2S+1: 5
Charge: +1
Kohn-Sham gap (alpha / beta) (Eh): 0.3207 / 0.2444
Energy above the lowest of the compared OMol25 structures with the same formula, charge and spin (kJ/mol): 0.00

Here are the Löwdin charges for atoms 1 to 8, given in e: 0.4195, 0.0501, -0.2395, -0.0343, -0.0660, -0.0630, -0.0206, -0.1182

***

The following is a quantum chemistry calculation of a cluster of 10 separate species, C7H35NO9 in total in a non-equilibrium geometry, from the Open Molecules 2025 dataset.

Atoms and positions in Å:
C -1.416 0.505 2.220
N -0.940 0.324 0.793
C -2.093 0.023 -0.071
C -1.849 -1.172 -0.962
C -1.696 -2.473 -0.139
C -2.982 -1.370 -1.959
C -0.491 -0.055 3.297
C -0.939 -1.372 3.915
H -2.421 0.134 2.355
H -1.467 1.604 2.269
H -0.070 -0.210 0.674
H -2.102 0.946 -0.688
H -2.996 -0.003 0.520
H -0.837 -1.049 -1.365
H -0.991 -2.338 0.699
H -1.350 -3.345 -0.668
H -2.619 -2.590 0.439
H -3.928 -1.608 -1.478
H -3.042 -0.477 -2.587
H -2.726 -2.178 -2.639
H -0.311 0.705 4.059
H 0.510 -0.118 2.847
H -0.221 -1.791 4.600
H -1.113 -2.115 3.141
H -1.870 -1.195 4.448
H 0.380 -4.282 -1.152
H 1.215 -3.105 -1.653
O 0.742 -3.889 -1.950
H 3.596 -0.482 -1.815
H 3.541 -1.854 -2.532
O 4.083 -1.072 -2.397
H 0.402 3.988 -0.734
H 1.332 3.420 -1.689
O 1.220 4.244 -1.193
H 0.262 2.039 1.798
H 0.623 3.498 2.046
O 0.906 2.597 2.242
H 3.192 -1.679 0.416
H 2.449 -2.914 -0.132
O 2.320 -2.012 0.176
H -2.047 4.076 -0.771
H -1.038 3.020 -0.314
O -1.288 3.943 -0.191
H 1.566 0.945 -1.928
H 2.756 1.898 -1.810
O 1.951 1.622 -1.351
H 0.009 -0.338 -3.876
H 1.098 -0.948 -3.006
O 0.734 -0.100 -3.286
H 2.866 3.413 0.200
H 3.382 2.144 0.655
O 3.705 3.046 0.531

2S+1: 2
Charge: +1
Kohn-Sham gap (alpha / beta) (Eh): 0.3610 / 0.1839
Energy above the lowest of the compared OMol25 structures with the same formula, charge and spin (kJ/mol): 0.00

Here are the Löwdin charges for atoms 1 to 8, given in e: -0.1332, 0.1960, -0.1286, -0.4052, -0.0492, -0.0403, -0.2249, -0.0713

***

The following is a quantum chemistry calculation of a cluster of 2 separate species, C3H9N in total in a non-equilibrium geometry, from the Open Molecules 2025 dataset.

Atoms and positions in Å:
N 0.253 2.188 2.826
H 0.032 1.195 2.711
H -0.631 2.512 3.218
H 0.258 2.470 1.850
C -1.157 -1.248 -0.711
C -0.034 -0.941 -1.677
C 1.155 -0.503 -1.180
H -1.002 -2.053 0.009
H -1.290 -0.405 -0.017
H -2.101 -1.387 -1.234
H -0.219 -0.808 -2.736
H 2.044 -0.697 -1.752
H 1.164 0.110 -0.281

2S+1: 1
Kohn-Sham gap (Eh): 0.3602
Energy above the lowest of the compared OMol25 structures with the same formula, charge and spin (kJ/mol): 174.32
Structure (SMILES): C=CC.N

Here are the Löwdin charges for atoms 1 to 8, given in e: -0.0029, -0.0005, 0.0054, -0.0031, -0.1302, -0.2233, -0.0185, 0.0710

***

The following is a quantum chemistry calculation of the molecule C14H9NO2S3 in a non-equilibrium geometry, from the Open Molecules 2025 dataset.

Atoms and positions in Å:
O -0.606 -2.033 -0.405
C -0.264 -0.888 -0.219
N -1.145 0.180 -0.095
C -0.605 1.406 0.143
S -1.422 2.791 0.403
S 1.157 1.308 0.183
C 1.117 -0.414 -0.098
C 2.171 -1.259 -0.206
C 3.548 -0.950 -0.119
C 4.591 -1.847 -0.241
C 5.850 -1.250 -0.111
C 5.770 0.095 0.109
S 4.156 0.660 0.162
H 6.575 0.790 0.244
H 6.779 -1.787 -0.177
H 4.436 -2.896 -0.418
H 1.920 -2.299 -0.382
C -2.549 -0.024 -0.219
C -3.155 -0.977 0.585
C -4.518 -1.213 0.455
C -5.262 -0.480 -0.467
C -4.640 0.465 -1.258
C -3.280 0.697 -1.149
H -2.793 1.429 -1.774
H -5.219 1.027 -1.974
H -6.319 -0.672 -0.547
O -5.159 -2.138 1.208
H -4.530 -2.596 1.779
H -2.568 -1.537 1.298

2S+1: 1
Kohn-Sham gap (Eh): 0.2663
Structure (SMILES): O=C1/C(=C/c2cccs2)SC(=S)N1c1cccc(O)c1

Here are the Löwdin charges for atoms 1 to 8, given in e: 0.1187, -0.4341, -0.0425, -1.0721, 0.6998, 0.9797, -0.4313, -0.0897

***

The following is a quantum chemistry calculation of the molecule C2H6O2, from the Open Molecules 2025 dataset.

Atoms and positions in Å:
O 0.179 -1.122 1.053
C 0.138 -0.759 -0.320
C 0.124 0.773 -0.476
O -0.610 1.362 0.574
H -0.733 -1.130 1.369
H 1.035 -1.185 -0.780
H -0.738 -1.206 -0.807
H 1.151 1.170 -0.506
H -0.365 1.066 -1.411
H -0.161 1.063 1.378

2S+1: 1
Kohn-Sham gap (Eh): 0.4105
Energy above the lowest of the compared OMol25 structures with the same formula, charge and spin (kJ/mol): 60.34
Structure (SMILES): OCCO

Here are the Löwdin charges for atoms 1 to 8, given in e: -0.0777, -0.2373, -0.2521, -0.0737, 0.0919, 0.1164, 0.1174, 0.1154

***

E values (in eV) by entry order: -115058.05097 -111924.18765 -27735.25489 -4745.30239 -52754.93043 -6265.62948.